# 1
This record from the OMol25 dataset describes a molecular structure, C5H6O. The level of theory is ωB97M-V with the def2-TZVPD basis set.

Properties
LUMO energy ... 0.8 eV

Atoms and positions in Å:
C 0.626 0.768 -1.557
C -0.381 -0.086 -1.784
C -0.093 -0.040 -0.336
C 0.477 -1.111 0.605
O -0.498 -0.748 1.590
C -1.032 0.326 0.805
H 0.990 1.710 -1.954
H 1.033 0.796 -0.400
H 0.333 -2.130 0.230
H 1.505 -0.986 0.965
H -0.869 1.303 1.275
H -2.091 0.196 0.561


# 2
This record from the OMol25 dataset describes a single C22H27N2O4P molecule at a distorted geometry. The level of theory is ωB97M-V with the def2-TZVPD basis set.

Properties
LUMO energy ... 0.1 eV

Atoms and positions in Å:
C 0.063 -2.079 -2.640
C -0.725 -3.165 -1.931
H -0.192 -4.121 -1.958
H -1.706 -3.280 -2.403
O -0.909 -2.881 -0.552
P -1.931 -1.706 -0.156
O -3.031 -1.526 -1.104
O -2.469 -2.170 1.279
C -1.573 -2.470 2.342
C -1.256 -3.955 2.398
H -0.738 -4.253 1.491
H -0.626 -4.163 3.258
H -2.177 -4.527 2.480
H -0.650 -1.892 2.222
H -2.081 -2.149 3.257
C -0.875 -0.284 0.165
C -1.133 1.042 0.470
N -2.249 1.714 0.820
C -3.555 1.133 0.591
H -3.491 0.049 0.671
C -4.097 1.535 -0.780
C -4.118 3.057 -0.908
C -2.732 3.631 -0.624
C -2.252 3.162 0.751
H -1.248 3.531 0.965
H -2.932 3.527 1.527
H -2.754 4.721 -0.652
H -2.028 3.283 -1.384
H -4.443 3.344 -1.910
H -4.833 3.472 -0.192
H -5.097 1.123 -0.904
H -3.460 1.096 -1.548
H -4.215 1.508 1.380
O 0.052 1.687 0.524
C 1.009 0.732 0.261
N 0.477 -0.430 0.050
C 2.396 1.129 0.234
C 2.688 2.477 0.344
C 4.004 2.940 0.309
C 5.040 2.059 0.161
C 4.793 0.675 0.053
C 5.857 -0.241 -0.093
C 5.621 -1.583 -0.189
C 4.306 -2.066 -0.135
C 3.252 -1.205 0.004
C 3.458 0.186 0.094
H 2.242 -1.577 0.050
H 4.130 -3.129 -0.202
H 6.442 -2.276 -0.301
H 6.866 0.145 -0.126
H 6.061 2.409 0.126
H 4.194 4.000 0.395
H 1.881 3.185 0.453
H 0.261 -2.375 -3.667
H -0.519 -1.160 -2.639
H 1.003 -1.894 -2.126


# 3
This record from the OMol25 dataset describes 3 unconnected molecules or ions with the total composition C3H8NO2S at a distorted geometry. The level of theory is ωB97M-V with the def2-TZVPD basis set.

Properties
LUMO energy ... 1.9 eV
Charge ... -1

Atoms and positions in Å:
O -1.939 -1.179 0.268
C -0.883 -1.890 0.156
N 0.362 -1.618 0.548
C 0.705 -0.220 0.330
C 0.821 0.485 -1.006
S 1.309 2.178 -0.483
H -0.986 -2.949 -0.253
H 2.485 0.109 1.087
H 1.735 -0.136 0.762
H 0.083 0.238 1.072
H -0.161 0.450 -1.445
H 1.480 0.033 -1.734
H -1.862 0.689 0.252
H -1.347 2.181 -0.109
O -1.803 1.629 0.555


# 4
This record from the OMol25 dataset describes a molecular structure, C3H3IS at a distorted geometry. The level of theory is ωB97M-V with the def2-TZVPD basis set.

Properties
LUMO energy ... -0.7 eV

Atoms and positions in Å:
C 1.193 0.784 -1.314
C 0.238 0.359 -0.735
C -0.671 -0.504 -0.033
S -0.172 -0.549 2.188
I -2.711 -0.012 -0.197
H 1.796 1.366 -1.779
H -0.607 -1.639 -0.384
H 0.933 0.196 2.256


# 5
This record from the OMol25 dataset describes a molecular structure, C18H23IrN4 at a distorted geometry. The level of theory is ωB97M-V with the def2-TZVPD basis set.

Properties
LUMO energy (alpha / beta) ... 0.6 / 0.6 eV

Atoms and positions in Å:
Ir -0.466 1.104 -0.905
C 0.896 0.651 2.012
C 1.597 1.834 1.381
N 1.712 1.621 -0.062
C 2.707 0.627 -0.480
C 2.059 -0.460 -1.300
C 2.656 -0.995 -2.428
C 1.984 -1.998 -3.106
C 0.765 -2.439 -2.636
C 0.233 -1.855 -1.489
C -1.047 -2.382 -0.879
N -1.928 -1.348 -0.412
C -2.204 -1.257 1.005
C -0.961 -0.870 1.790
N -0.443 0.465 1.461
N 0.882 -0.890 -0.837
H 0.898 0.754 3.104
H 1.457 -0.258 1.783
H 2.570 1.984 1.866
H 1.007 2.740 1.526
H 1.859 2.494 -0.545
H 3.162 0.165 0.402
H 3.518 1.089 -1.045
H 3.603 -0.609 -2.778
H 2.406 -2.421 -4.009
H 0.210 -3.213 -3.149
H -0.752 -3.035 -0.048
H -1.530 -3.032 -1.613
H -2.748 -1.241 -0.984
H -2.596 -2.190 1.441
H -2.971 -0.490 1.138
H -0.160 -1.577 1.562
H -1.169 -0.967 2.864
H -1.071 1.181 1.804
C -1.473 2.108 -1.826
C -2.387 2.975 -2.549
C -3.056 4.013 -1.893
C -3.951 4.816 -2.584
C -4.191 4.597 -3.936
C -3.525 3.567 -4.595
C -2.630 2.763 -3.910
H -2.867 4.177 -0.839
H -4.464 5.616 -2.064
H -4.890 5.224 -4.474
H -3.703 3.391 -5.650
H -2.106 1.959 -4.414


# 6
This record from the OMol25 dataset describes 10 unconnected molecules or ions with the total composition C3H28NO10S2 at a distorted geometry. The level of theory is ωB97M-V with the def2-TZVPD basis set.

Properties
LUMO energy ... -2.4 eV
Charge ... +1

Atoms and positions in Å:
N -0.158 -2.203 0.835
C -0.544 -0.814 0.548
C -0.406 -0.341 -0.841
O -1.333 -1.242 -1.470
C 0.029 0.222 1.512
S 1.775 -0.086 1.903
S 2.910 1.296 1.074
H -0.369 -2.809 -0.040
H -0.641 -2.664 1.625
H 0.858 -2.273 0.955
H -1.700 -0.679 0.801
H 0.589 -0.483 -1.251
H -0.689 0.663 -1.055
H -0.949 -1.468 -2.335
H -0.215 1.281 1.392
H -0.265 0.154 2.693
H 2.916 1.068 -0.158
H -0.454 3.628 -2.869
H -0.998 3.250 -1.615
O -0.132 3.377 -1.973
H 2.930 -2.602 2.334
H 2.753 -3.933 1.471
O 2.338 -3.106 1.718
H -3.887 0.723 -0.849
H -4.823 1.712 -0.082
O -3.968 1.271 -0.057
H 0.121 0.229 -4.200
H -0.391 -0.930 -4.808
O -0.661 -0.011 -4.735
H 3.650 -0.575 -2.654
H 4.210 -1.620 -1.914
O 3.391 -1.134 -1.904
H 2.003 1.694 -2.903
H 0.632 2.051 -2.232
O 1.270 1.270 -2.446
H -2.554 -3.568 2.681
H -3.403 -2.568 1.735
O -2.600 -3.045 1.886
H -1.766 3.794 0.545
H -2.592 2.434 0.725
O -2.116 3.002 0.137
H -2.823 1.072 2.125
H -4.156 0.452 2.241
O -3.210 0.162 2.170


Calculated electronic energy, -7322.8433; -43714.1383; -19657.2560; -22091.5456; -27835.1742; -47193.8016 eV (same order as the records).